[1]
The following is a DFT calculation (the ωB97M-V functional and the def2-TZVPD basis) of a structure of composition Cl2NO11Tl at a distorted geometry.

The geometry in XYZ format:
```
15
Cl2NO11Tl the ωB97M-V functional and the def2-TZVPD basis
Tl 3.284 -3.313 0.623
N 0.338 -1.722 -1.368
O 0.409 -0.734 -2.030
O -0.758 -2.086 -0.868
O 1.395 -2.248 -1.104
Cl 1.839 0.582 1.331
O 1.225 -0.670 1.663
O 1.413 1.067 0.008
O 1.470 1.328 2.459
O 3.227 0.546 0.979
Cl -2.748 1.470 -0.376
O -4.036 1.948 -0.796
O -2.750 0.014 -0.393
O -1.759 2.035 -1.204
O -2.551 1.783 1.076
```

Computed properties:
Expectation value of S²: 0.7577
Spin multiplicity: 2
Kohn-Sham gap (spin up / spin down) in eV: 6.173 / 3.631
LUMO (spin up / spin down) in eV: 0.69 / -1.44
Net charge: -1

=====

[2]
The following is a DFT calculation (the ωB97M-V functional and the def2-TZVPD basis) of a structure of composition C17H20N2O3 at a distorted geometry.

The geometry in XYZ format:
```
42
C17H20N2O3 the ωB97M-V functional and the def2-TZVPD basis
C 4.162 0.988 3.822
H 4.226 1.553 4.711
O 2.995 0.240 3.718
C 2.688 -0.420 2.757
C 1.608 -1.023 2.946
C 1.106 -1.998 1.969
C 1.724 -2.062 0.848
C 3.017 -1.197 0.446
C 3.504 -0.464 1.525
H 4.272 0.135 1.433
H 3.541 -1.427 -0.522
C 1.396 -2.846 -0.604
N 0.322 -1.940 -1.369
C -1.028 -1.906 -0.960
C -1.016 -0.357 -0.273
N -0.650 0.483 -1.022
C -1.443 1.576 -1.692
O -0.907 2.104 -2.643
C -2.780 1.767 -1.575
C -3.691 2.372 -2.114
C -4.743 2.618 -1.402
C -4.546 1.700 -0.156
O -3.327 1.296 -0.284
H -5.199 1.549 0.731
H -5.576 3.098 -1.888
H -3.531 2.919 -3.189
C 0.696 0.445 -1.451
C 0.829 -1.147 -2.396
H 1.838 -1.358 -2.406
H 0.133 -1.043 -3.114
H 1.050 1.053 -2.391
H 1.481 0.442 -0.728
H -2.152 -0.289 0.042
H -0.447 -0.329 0.754
H -1.296 -2.573 -0.139
H -1.724 -1.985 -1.899
H 2.156 -3.026 -1.264
H 0.578 -3.889 -0.042
H 0.229 -2.656 1.969
H 1.114 -1.434 3.875
H 4.972 0.396 3.700
H 4.147 1.554 3.179
```

Computed properties:
Kohn-Sham gap in eV: 6.397
LUMO in eV: 0.46
Net charge: 0

=====

[3]
The following is a DFT calculation (the ωB97M-V functional and the def2-TZVPD basis) of the molecule C24H32N4O5.

The geometry in XYZ format:
```
65
C24H32N4O5 the ωB97M-V functional and the def2-TZVPD basis
C -2.914 -3.949 -2.520
O -2.962 -2.543 -2.645
C -3.809 -1.894 -1.733
C -3.341 -1.980 -0.268
N -1.992 -1.498 -0.127
C -0.948 -2.318 0.021
O -1.040 -3.527 0.167
C 0.426 -1.623 0.063
C 0.766 -0.815 -1.173
C 1.874 0.024 -1.134
C 2.243 0.758 -2.244
C 1.520 0.673 -3.426
C 1.906 1.472 -4.634
C 0.428 -0.184 -3.466
C 0.055 -0.925 -2.360
N 0.571 -0.807 1.274
C 1.198 -1.451 2.406
C 0.226 -2.401 3.114
O -0.867 -1.644 3.585
C -1.970 -2.434 3.951
C -0.040 0.397 1.326
O -0.690 0.818 0.377
C 0.166 1.237 2.564
C -0.622 2.552 2.499
C -0.983 3.044 1.113
O -2.127 3.249 0.778
N 0.026 3.440 0.253
C 1.395 3.469 0.346
C 2.130 3.810 -0.802
C 3.502 3.881 -0.715
C 4.119 3.615 0.503
C 3.309 3.292 1.574
N 1.988 3.222 1.508
H -2.393 -4.312 -3.404
H -3.924 -4.374 -2.493
H -2.362 -4.260 -1.628
H -3.814 -0.848 -2.051
H -4.831 -2.298 -1.799
H -3.359 -3.017 0.076
H -4.012 -1.379 0.351
H -1.808 -0.505 -0.251
H 1.160 -2.436 0.144
H 2.450 0.114 -0.223
H 3.108 1.404 -2.188
H 2.186 0.809 -5.452
H 2.746 2.127 -4.417
H 1.066 2.077 -4.973
H -0.145 -0.274 -4.378
H -0.796 -1.584 -2.435
H 2.060 -2.026 2.055
H 1.549 -0.698 3.110
H -0.120 -3.171 2.413
H 0.738 -2.900 3.951
H -1.724 -3.097 4.789
H -2.314 -3.043 3.107
H -2.758 -1.745 4.251
H 1.231 1.463 2.640
H -0.151 0.668 3.438
H -0.037 3.335 2.982
H -1.573 2.439 3.021
H -0.343 3.688 -0.658
H 1.617 4.004 -1.732
H 4.092 4.141 -1.582
H 5.190 3.660 0.611
H 3.728 3.079 2.549
```

Computed properties:
Structure (SMILES): COCCNC(=O)[C@@H](c1ccc(C)cc1)N(CCOC)C(=O)CCC(=O)Nc1ccccn1
Kohn-Sham gap in eV: 9.201
LUMO in eV: 0.70
Net charge: 0

=====

[4]
The following is a DFT calculation (the ωB97M-V functional and the def2-TZVPD basis) of a structure of composition C2H3NS3 at a distorted geometry.

The geometry in XYZ format:
```
9
C2H3NS3 the ωB97M-V functional and the def2-TZVPD basis
C 0.641 -0.635 -0.766
C -0.836 0.045 1.014
H 1.369 1.330 -1.177
H -1.931 0.429 1.302
H -0.044 0.055 1.849
N 0.630 0.644 -0.954
S 1.437 -1.942 -1.407
S -0.523 1.541 0.075
S -0.744 -1.467 0.064
```

Computed properties:
Kohn-Sham gap in eV: 8.042
LUMO in eV: -0.08
Net charge: 0

=====

[5]
The following is a DFT calculation (the ωB97M-V functional and the def2-TZVPD basis) of a structure of composition C20H22BCl5HfN3PSe.

The geometry in XYZ format:
```
54
C20H22BCl5HfN3PSe the ωB97M-V functional and the def2-TZVPD basis
Hf -0.622 0.953 0.148
Cl -3.359 1.310 1.016
C -3.438 0.462 -0.533
C -2.220 0.313 -1.174
C -2.241 -0.335 -2.405
Cl -0.749 -0.584 -3.248
C -3.428 -0.803 -2.966
Cl -3.430 -1.590 -4.478
C -4.636 -0.625 -2.267
Cl -6.091 -1.191 -2.929
C -4.653 0.016 -1.019
Cl -6.095 0.248 -0.139
C 4.655 -0.049 -2.000
N 3.666 0.897 -2.521
C 3.829 1.650 -3.665
C 2.714 2.396 -3.815
N 1.881 2.095 -2.756
C 0.578 2.703 -2.522
C 2.477 1.184 -1.979
Se 1.888 0.347 -0.400
H 5.425 -0.170 -2.756
H 4.180 -1.009 -1.814
H 5.096 0.346 -1.087
H 4.720 1.583 -4.263
H 2.437 3.111 -4.569
H 0.324 3.317 -3.381
H 0.613 3.329 -1.631
H -0.181 1.914 -2.451
C 0.541 0.080 3.618
P -0.579 -0.598 2.374
C -2.155 -0.869 3.214
C 0.043 -2.195 1.834
C 1.416 -2.450 1.829
C 1.885 -3.680 1.397
C 0.991 -4.650 0.963
C -0.373 -4.397 0.956
C -0.852 -3.171 1.390
H 1.509 0.341 3.190
H 0.679 -0.669 4.399
H 0.104 0.986 4.039
H -1.978 -1.611 3.995
H -2.928 -1.223 2.537
H -2.488 0.064 3.668
H 2.123 -1.711 2.188
H 2.945 -3.889 1.416
H 1.360 -5.613 0.638
H -1.066 -5.158 0.626
H -1.920 -2.993 1.393
B -0.417 3.749 3.188
C -0.465 3.338 1.718
N -0.492 2.943 0.605
H -0.371 4.958 3.127
H 0.595 3.261 3.628
H -1.445 3.340 3.676
```

Computed properties:
Kohn-Sham gap in eV: 7.258
LUMO in eV: -7.46
Net charge: +2

=====

[6]
The following is a DFT calculation (the ωB97M-V functional and the def2-TZVPD basis) of a cluster of 3 separate species, H6O3 in total at a distorted geometry.

The geometry in XYZ format:
```
9
H6O3 the ωB97M-V functional and the def2-TZVPD basis
O -2.017 0.498 0.480
H -2.513 0.039 1.182
H -1.530 -0.200 0.017
O -0.160 -0.939 -1.039
H 0.070 -0.854 -1.948
H 0.601 -0.551 -0.646
O 1.673 0.502 0.323
H 1.243 0.868 1.096
H 2.633 0.634 0.531
```

Computed properties:
Structure (SMILES): O.O.O
Kohn-Sham gap in eV: 11.366
LUMO in eV: 0.57
Net charge: 0

=====

net charge of number 3 (C24H32N4O5)?
0

=====

Please write out number 2 again, unchanged.
The following is a DFT calculation (the ωB97M-V functional and the def2-TZVPD basis) of a structure of composition C17H20N2O3 at a distorted geometry.

The geometry in XYZ format:
```
42
C17H20N2O3 the ωB97M-V functional and the def2-TZVPD basis
C 4.162 0.988 3.822
H 4.226 1.553 4.711
O 2.995 0.240 3.718
C 2.688 -0.420 2.757
C 1.608 -1.023 2.946
C 1.106 -1.998 1.969
C 1.724 -2.062 0.848
C 3.017 -1.197 0.446
C 3.504 -0.464 1.525
H 4.272 0.135 1.433
H 3.541 -1.427 -0.522
C 1.396 -2.846 -0.604
N 0.322 -1.940 -1.369
C -1.028 -1.906 -0.960
C -1.016 -0.357 -0.273
N -0.650 0.483 -1.022
C -1.443 1.576 -1.692
O -0.907 2.104 -2.643
C -2.780 1.767 -1.575
C -3.691 2.372 -2.114
C -4.743 2.618 -1.402
C -4.546 1.700 -0.156
O -3.327 1.296 -0.284
H -5.199 1.549 0.731
H -5.576 3.098 -1.888
H -3.531 2.919 -3.189
C 0.696 0.445 -1.451
C 0.829 -1.147 -2.396
H 1.838 -1.358 -2.406
H 0.133 -1.043 -3.114
H 1.050 1.053 -2.391
H 1.481 0.442 -0.728
H -2.152 -0.289 0.042
H -0.447 -0.329 0.754
H -1.296 -2.573 -0.139
H -1.724 -1.985 -1.899
H 2.156 -3.026 -1.264
H 0.578 -3.889 -0.042
H 0.229 -2.656 1.969
H 1.114 -1.434 3.875
H 4.972 0.396 3.700
H 4.147 1.554 3.179
```

Computed properties:
Kohn-Sham gap in eV: 6.397
LUMO in eV: 0.46
Net charge: 0

=====

What did the second record say?
The following is a DFT calculation (the ωB97M-V functional and the def2-TZVPD basis) of a structure of composition C17H20N2O3 at a distorted geometry.

The geometry in XYZ format:
```
42
C17H20N2O3 the ωB97M-V functional and the def2-TZVPD basis
C 4.162 0.988 3.822
H 4.226 1.553 4.711
O 2.995 0.240 3.718
C 2.688 -0.420 2.757
C 1.608 -1.023 2.946
C 1.106 -1.998 1.969
C 1.724 -2.062 0.848
C 3.017 -1.197 0.446
C 3.504 -0.464 1.525
H 4.272 0.135 1.433
H 3.541 -1.427 -0.522
C 1.396 -2.846 -0.604
N 0.322 -1.940 -1.369
C -1.028 -1.906 -0.960
C -1.016 -0.357 -0.273
N -0.650 0.483 -1.022
C -1.443 1.576 -1.692
O -0.907 2.104 -2.643
C -2.780 1.767 -1.575
C -3.691 2.372 -2.114
C -4.743 2.618 -1.402
C -4.546 1.700 -0.156
O -3.327 1.296 -0.284
H -5.199 1.549 0.731
H -5.576 3.098 -1.888
H -3.531 2.919 -3.189
C 0.696 0.445 -1.451
C 0.829 -1.147 -2.396
H 1.838 -1.358 -2.406
H 0.133 -1.043 -3.114
H 1.050 1.053 -2.391
H 1.481 0.442 -0.728
H -2.152 -0.289 0.042
H -0.447 -0.329 0.754
H -1.296 -2.573 -0.139
H -1.724 -1.985 -1.899
H 2.156 -3.026 -1.264
H 0.578 -3.889 -0.042
H 0.229 -2.656 1.969
H 1.114 -1.434 3.875
H 4.972 0.396 3.700
H 4.147 1.554 3.179
```

Computed properties:
Kohn-Sham gap in eV: 6.397
LUMO in eV: 0.46
Net charge: 0